Formula: C3H5N2O3S2
Source: the OMol25 dataset
Level of theory: ωB97M-V/def2-TZVPD

The geometry in XYZ format:
```
15
Properties=species:S:1:pos:R:3:forces:R:3:mulliken_charge:R:1
H 0.65448 1.12061 -0.27066 1.17 -1.46 1.50 -0.119
H 2.30299 -1.50676 -0.59307 -0.32 0.54 -0.03 0.350
H 0.78146 -0.77737 -1.30006 0.27 -1.20 0.93 0.299
C 1.49091 0.39373 0.13099 -0.09 1.97 -1.96 0.577
N -2.12333 0.03644 0.17640 1.47 0.24 0.26 0.106
O 2.11897 0.72822 1.42980 1.25 0.39 0.23 -0.411
S 0.63004 -2.16913 0.83427 0.21 -0.26 -0.24 -0.263
H -4.09086 0.95951 -0.73317 0.30 0.80 -0.22 0.244
C 1.34461 -1.01005 -0.34347 0.05 -0.02 -0.99 -0.553
O -4.34573 0.13523 -0.29746 -1.01 1.56 -0.90 -0.295
H -0.48653 -1.49019 1.00617 -0.86 0.36 0.11 0.174
S -1.65445 1.56069 -0.35099 -0.64 1.27 -0.79 -0.613
C 2.81182 0.98022 0.29156 -2.07 -0.34 -0.26 0.347
O 3.79728 1.47565 -0.15004 0.46 -0.06 0.80 -0.554
N -3.23164 -0.43680 0.16973 -0.17 -3.79 1.57 -0.290
```
Positions in Å, forces in eV/Å.

Its LUMO energy is 3.195 eV. As for the charge: -1. For the energy above the lowest of the compared OMol25 structures with the same formula, charge and spin, the calculation gives 1.888 eV. The value obtained for the calculated total energy is -1248.84535 Ha.

---

Formula: C6H3N2O2S
Source: the OMol25 dataset
Level of theory: ωB97M-V/def2-TZVPD

The geometry in XYZ format:
```
14
Properties=species:S:1:pos:R:3:forces:R:3:mulliken_charge:R:1
O 3.31726 0.36536 -1.21342 0.09 -0.06 -1.53 -0.375
S -0.33178 -1.17958 1.43129 -0.25 0.42 -0.74 -0.258
N -0.94637 -0.21697 -0.92030 -0.30 0.62 -0.58 -0.616
C -0.03276 -2.12920 -0.00481 0.08 -0.11 0.22 -0.316
N -2.19515 3.29549 -0.47639 -0.09 0.03 -0.03 -0.610
C -0.99534 0.12640 0.34264 0.36 -0.80 0.73 0.519
C -1.45840 1.29615 0.89935 0.10 -0.18 1.01 -0.716
H -0.34904 -1.81701 -2.11678 0.06 -0.12 -0.06 0.382
C -1.86962 2.36187 0.13317 -0.27 0.96 -0.61 0.387
C 3.20117 0.47011 -0.07763 -0.01 -0.20 -0.28 0.725
C -0.42660 -1.44335 -1.10554 0.33 -0.59 0.20 -0.436
H -1.44548 1.42025 1.97276 0.00 0.01 -0.01 0.264
O 3.13278 0.55700 1.05941 -0.15 0.24 1.81 -0.357
H 0.39933 -3.10652 0.07625 0.06 -0.22 -0.13 0.407
```
Positions in Å, forces in eV/Å.

Its LUMO energy is 2.970 eV. As for the charge: -1. For the energy above the lowest of the compared OMol25 structures with the same formula, charge and spin, the calculation gives 0.000 eV. The value obtained for the calculated total energy is -888.68996 Ha.

---

Formula: C30H40N5O4S2V
Source: the OMol25 dataset
Level of theory: ωB97M-V/def2-TZVPD

The geometry in XYZ format:
```
82
Properties=species:S:1:pos:R:3:forces:R:3:mulliken_spin:R:1
H -21.03296 8.03055 -0.49084 0.25 0.48 -0.19 0.000
H -19.91009 2.59627 1.00268 0.02 0.14 -0.10 0.000
O -16.20551 3.27827 -3.03091 -0.23 0.26 0.17 0.020
H -18.11256 4.98475 -3.46237 0.08 -0.23 0.37 0.003
O -17.35858 0.87960 -2.90590 -0.78 -0.40 0.06 -0.071
C -24.37627 -1.08394 -4.55763 0.86 0.85 0.01 0.001
C -15.95644 0.89740 -3.10957 0.07 0.03 -0.08 0.030
H -18.52369 -0.83022 -2.57982 0.67 0.44 0.35 -0.013
C -20.94197 5.80057 2.05487 -0.06 -0.28 -0.18 0.000
H -20.27300 -1.08674 -7.40138 0.49 -0.71 0.24 0.003
C -22.45702 5.12043 0.32528 -0.34 -0.90 0.26 0.000
C -23.30612 -0.51589 -3.57439 -0.94 -0.39 0.04 -0.002
C -21.24857 7.16367 0.09376 -0.06 -0.38 0.12 0.000
C -26.80073 6.12083 -2.44330 0.08 -0.23 -0.08 0.000
H -15.77054 0.86075 -4.19875 -0.03 -0.13 0.52 -0.011
H -22.47091 -1.21708 -3.48396 -0.06 0.23 -0.16 0.000
C -25.66720 5.44456 -0.43583 0.35 0.17 -0.22 0.000
C -15.44648 2.18726 -2.51522 0.95 0.37 0.32 0.014
C -25.81611 5.49205 -3.19270 -0.01 -0.21 -0.06 0.000
H -22.29048 3.50910 -2.13345 0.10 0.25 0.00 -0.004
H -20.08331 -1.92921 -5.86449 0.02 -0.24 -0.12 0.001
H -18.20798 5.73054 -1.86736 0.22 -0.15 -0.05 0.003
S -20.99806 2.73156 -4.39108 -0.37 -0.22 0.09 -0.043
H -23.91060 -1.24318 -5.54775 -0.35 0.10 0.41 0.000
O -18.83373 3.77097 -1.98214 -0.17 -0.57 0.25 -0.003
H -23.74502 -0.41680 -2.57485 -0.02 -0.10 -0.13 0.000
C -19.52031 -1.42364 -6.64469 -0.80 0.09 -0.98 -0.003
N -22.82189 0.80736 -3.91515 0.74 0.55 -0.42 -0.001
H -25.24338 -0.40713 -4.65054 0.45 -0.23 0.00 0.000
H -18.33594 4.18592 -0.00411 0.46 0.05 0.17 -0.001
C -19.06388 0.63958 -1.19891 -0.89 -0.26 -0.24 0.032
C -20.64744 6.94496 1.32730 -0.07 -0.17 0.12 0.000
C -22.13628 6.23094 -0.41852 0.01 0.16 -0.55 0.000
C -21.59340 1.04652 -4.41451 -0.65 0.30 0.87 0.018
H -14.35554 2.28128 -2.75976 -0.78 0.13 0.19 0.000
H -24.72370 -2.02847 -4.17152 -0.15 -0.40 0.06 0.000
H -17.25058 -0.50846 -1.33426 0.34 -0.04 0.01 0.003
H -22.04950 3.95148 2.09759 -0.12 0.33 -0.15 0.000
O -18.64459 1.53824 -0.18190 0.00 -0.82 -1.29 -0.002
C -19.65983 2.49687 -0.06050 -1.41 1.23 0.13 0.003
H -19.75214 -0.12618 -0.78314 0.53 0.05 0.05 0.008
H -14.86240 2.81943 -7.59542 0.39 0.25 -0.13 0.000
H -19.92675 7.63080 1.73712 0.08 0.30 -0.05 0.000
C -26.71035 6.10574 -1.06067 0.28 -0.24 0.00 0.000
H -19.75132 1.15304 -1.91232 0.52 -0.05 0.11 0.005
C -15.68333 2.19667 -7.32063 -0.93 -0.12 0.66 0.000
N -20.90509 0.02049 -4.84308 0.16 -0.15 0.07 -0.020
C -24.71123 4.78383 -1.20757 -0.28 -0.04 0.44 0.000
S -23.50439 3.77266 -0.31725 0.50 0.34 -1.11 0.000
H -15.87102 5.25639 -2.43001 0.41 0.23 -0.25 0.000
H -24.07297 4.22749 -3.17928 0.26 -0.13 -0.23 0.002
H -22.52581 6.32088 -1.43274 -0.10 0.23 0.28 0.000
H -15.50479 0.03221 -2.60937 0.09 0.19 -0.21 0.005
C -24.77901 4.78728 -2.59725 -0.29 0.24 0.96 -0.002
H -27.44888 6.56778 -0.44457 -0.45 0.34 0.18 0.000
H -16.24100 4.17161 -1.11188 -0.23 -0.23 -0.05 -0.001
H -18.75907 -2.07080 -7.08230 -0.14 0.17 -0.03 0.000
C -16.00623 1.03907 -7.99713 0.22 -0.28 -0.71 0.018
C -16.49063 2.51167 -6.23291 0.18 -0.66 -0.22 0.055
H -20.62532 2.22393 -0.59303 1.10 0.22 0.65 0.000
H -23.18517 1.59957 -3.41366 -0.35 0.04 0.25 0.003
N -17.52415 1.73331 -5.87225 0.02 0.57 1.03 -0.032
C -17.95501 4.78940 -2.38256 0.55 0.38 0.09 0.015
H -16.24070 3.33339 -5.56706 -0.28 0.03 -0.15 0.003
C -19.19557 3.85663 -0.57058 0.04 -0.44 -0.67 0.001
H -19.96227 4.62122 -0.48590 -0.26 -0.03 0.13 -0.003
H -17.24486 -0.68178 -8.17584 -0.18 0.28 0.20 0.001
H -15.40986 0.72829 -8.84906 -0.02 0.05 0.07 0.001
H -20.43209 5.59585 2.98858 -0.08 0.09 0.01 0.000
H -25.86450 5.48045 -4.26283 -0.16 0.10 -0.42 0.000
C -21.85711 4.87945 1.55182 0.17 -0.10 0.34 0.000
N -22.68345 2.94181 -1.38684 -0.27 -0.37 0.51 0.002
H -27.66096 6.55879 -2.93446 0.14 0.15 0.02 0.000
V -18.65622 2.07905 -4.07140 -0.92 -0.31 -0.40 2.940
C -19.01684 -0.17941 -6.06215 1.15 0.73 0.17 0.041
C -17.98404 -0.04880 -1.98452 -0.56 -0.33 -0.42 -0.020
N -19.67248 0.44663 -5.16829 0.70 0.83 0.56 -0.062
C -17.07744 0.24314 -7.62488 0.29 -0.48 -0.13 -0.006
H -15.55497 2.14733 -1.42363 0.01 0.02 -0.12 -0.001
C -16.47875 4.40858 -2.15190 -0.66 -0.52 -0.62 0.000
H -25.57774 5.49057 0.64603 -0.04 -0.21 -0.08 0.000
C -17.83874 0.59658 -6.52143 0.51 -0.20 -0.50 0.068
```
Positions in Å, forces in eV/Å.

Its LUMO energy (alpha / beta) is -2.636 / -2.862 eV. As for the charge: +1. For the energy above the lowest of the compared OMol25 structures with the same formula, charge and spin, the calculation gives 2.296 eV. The expectation value of S² is 3.761. Its spin multiplicity is 4. The value obtained for the calculated total energy is -3482.00790 Ha.

---

Formula: C13H16N3O3
Source: the OMol25 dataset
Level of theory: ωB97M-V/def2-TZVPD

The geometry in XYZ format:
```
35
Properties=species:S:1:pos:R:3:forces:R:3:mulliken_charge:R:1
O -4.01408 16.74043 -17.85628 -0.26 -1.30 -0.10 -0.769
H -0.57640 17.41089 -20.91488 -0.23 0.29 -0.19 0.326
N -1.49389 20.05979 -14.58052 -0.11 -0.03 -0.41 0.025
C 2.12267 19.05939 -20.09624 0.53 0.14 -0.10 -0.707
C 0.80760 18.84068 -21.89980 0.17 -0.07 -0.18 -0.665
H -4.85588 15.22180 -16.43141 0.00 0.21 -0.21 0.226
O -2.62520 15.47565 -19.14481 -0.55 0.17 0.14 -0.496
C -0.80479 20.24932 -15.75644 0.35 0.27 0.42 -0.781
H -3.30336 14.92500 -18.73688 0.10 -0.37 -0.13 0.264
H -0.34136 21.20682 -15.93307 0.05 -0.08 -0.19 0.376
H -1.82315 17.12017 -15.93979 -0.07 0.05 -0.27 0.340
H -0.29593 18.86690 -17.37777 -0.24 0.18 -0.20 0.270
O -2.44844 17.72923 -19.07683 0.26 -0.78 -0.64 -0.649
H -1.58444 20.74714 -13.85853 -0.15 -0.03 0.01 0.175
N 1.92076 19.47880 -21.39048 -0.20 -0.21 -0.38 -0.026
N -5.21919 14.30347 -16.19734 0.46 0.03 0.11 0.173
C -1.99995 18.78594 -14.57213 0.15 -0.23 0.42 -0.592
H -2.51830 18.39684 -13.71056 -0.15 0.09 -0.07 0.382
C 0.27121 18.07667 -20.91429 0.34 -0.71 0.43 -0.228
C -0.81413 19.08188 -16.46102 -0.27 -0.46 0.18 0.211
C 1.13703 18.17686 -19.77922 -0.74 0.10 -0.16 -0.168
C -5.43208 12.10295 -16.22246 0.21 -0.10 -0.36 -0.557
C -6.41113 12.64624 -15.35632 0.04 0.11 0.54 -0.431
H -3.81629 13.22929 -17.33050 -0.12 -0.26 -0.22 0.314
H 0.56456 18.91232 -22.94704 -0.13 0.20 0.05 0.355
H -5.24494 11.06407 -16.44161 -0.10 -0.02 0.02 0.382
H 2.63167 19.84569 -21.99554 0.05 0.24 0.20 0.228
C -3.07129 16.73124 -18.69280 0.40 1.95 0.93 0.634
H 0.92661 17.64902 -18.86502 0.25 0.19 0.18 0.525
C -4.71449 13.15717 -16.74111 -0.14 0.37 0.51 -0.301
H 2.95980 19.46245 -19.54929 -0.05 -0.14 0.15 0.381
C -6.21188 14.00796 -15.31500 -0.12 0.04 -0.61 -0.516
H -6.71711 14.80147 -14.79220 -0.12 -0.08 0.04 0.370
H -7.14223 12.11573 -14.76740 0.02 -0.08 -0.05 0.371
C -1.60337 18.14858 -15.71300 0.37 0.31 0.14 -0.441
```
Positions in Å, forces in eV/Å.

Its LUMO energy is 3.104 eV. As for the charge: -1. For the energy above the lowest of the compared OMol25 structures with the same formula, charge and spin, the calculation gives 0.000 eV. The value obtained for the calculated total energy is -895.01663 Ha.

---

Formula: C3H6BrN4
Source: the OMol25 dataset
Level of theory: ωB97M-V/def2-TZVPD

The geometry in XYZ format:
```
14
Properties=species:S:1:pos:R:3:forces:R:3:mulliken_charge:R:1
H -1.72478 -2.18657 1.05385 -0.04 0.09 -0.08 0.200
H -0.06615 -0.86302 1.98928 0.20 0.24 -0.12 0.256
H -0.01528 1.68276 -1.96592 0.14 -0.06 0.04 0.424
C 0.87886 0.69720 1.07695 0.51 0.64 0.23 -0.005
N 1.04287 1.40011 0.01576 -1.23 -1.05 -2.00 -0.221
N -0.67010 -0.05815 -1.09006 -0.89 -0.75 0.03 -0.462
Br 1.82217 -0.03352 -2.38057 -0.44 0.28 0.21 -0.069
H 1.66941 2.18999 -0.05277 0.08 -0.06 0.30 0.214
H -2.27833 -1.87885 -0.55670 0.10 0.01 0.01 0.261
C 0.30236 0.79142 -1.43330 1.95 0.99 1.58 -0.067
H 1.40483 0.95089 1.99690 -0.11 -0.04 -0.12 0.389
N -1.67498 -1.63360 0.21357 -0.20 -0.43 0.31 -0.354
C -0.75406 -0.69832 0.01404 0.38 0.79 -0.16 0.546
N 0.06318 -0.36034 1.11897 -0.45 -0.67 -0.24 -0.111
```
Positions in Å, forces in eV/Å.

Its LUMO energy is -3.915 eV. Its SMILES is NC1=N[C@H](Br)[NH+]=CN1. As for the charge: +1. For the energy above the lowest of the compared OMol25 structures with the same formula, charge and spin, the calculation gives 0.000 eV. The value obtained for the calculated total energy is -2910.71513 Ha.

---

Formula: C2H9NO3
Source: the OMol25 dataset
Level of theory: ωB97M-V/def2-TZVPD

The geometry in XYZ format:
```
15
Properties=species:S:1:pos:R:3:forces:R:3:mulliken_spin:R:1
C -0.66003 1.34810 0.12955 -1.38 -0.50 -0.74 0.128
N 0.37764 2.23421 0.59740 1.09 0.38 0.29 0.124
O 2.10225 -0.41957 2.48921 0.51 0.56 0.71 0.153
C -0.18788 -0.06882 -0.07738 1.93 1.48 0.32 0.634
H 0.14267 3.21117 0.72955 -0.49 -0.07 -0.32 -0.084
H 0.83601 -0.11037 -0.51733 -0.26 0.03 -0.07 0.016
H 0.75689 1.91776 1.48402 -0.05 -0.33 -0.11 -0.069
H 1.70836 -1.29287 2.49604 -0.05 -0.10 -0.55 -0.030
H -0.96380 -1.79563 -2.15707 -0.15 0.24 0.26 0.001
O -1.05136 -1.70226 -3.12155 0.85 0.57 0.08 0.018
H -1.71064 -2.31321 -3.40429 -0.70 -0.65 -0.05 -0.012
H -1.04780 1.68536 -0.87026 0.39 0.46 0.23 0.004
O -0.88723 -1.10386 0.02742 -1.33 -1.43 -0.21 0.130
H 2.70444 -0.33392 1.73875 -0.50 -0.34 -0.07 -0.066
H -1.57876 1.36296 0.73684 0.13 -0.29 0.22 0.053
```
Positions in Å, forces in eV/Å.

Its LUMO energy (alpha / beta) is 4.097 / 3.925 eV. As for the charge: -1. For the energy above the lowest of the compared OMol25 structures with the same formula, charge and spin, the calculation gives 0.497 eV. The expectation value of S² is 0.753. Its spin multiplicity is 2. The value obtained for the calculated total energy is -362.02509 Ha.

---

Q: Which of these has the highest energy above the lowest of the compared OMol25 structures with the same formula, charge and spin?
A: C30H40N5O4S2V